The ion C3H6NO2S with charge +1 at a distorted geometry. Source: OMol25; level of theory: the ωB97M-V functional and the def2-TZVPD basis.

As for the total energy: -19616.5379 eV. The HOMO energy comes out at -14.52 eV. Its net charge is +1. As for the SMILES: C1CSC2([NH2+]1)OO2.

Positions of all 13 atoms, in Å:
C1 -0.74 -0.08 -0.87
C2 -0.80 -1.31 -0.06
S1 -0.33 -0.86 1.69
C3 0.63 0.56 1.09
N1 0.57 0.59 -0.43
O1 2.03 0.99 1.49
O2 0.79 1.71 1.70
H1 -0.72 -0.01 -2.02
H2 -1.60 0.61 -0.71
H3 -1.75 -1.63 0.17
H4 -0.20 -2.24 -0.23
H5 1.50 0.16 -0.90
H6 0.62 1.50 -0.93

A cluster of 2 separate species, C3H6NO3 in total at a distorted geometry. Source: OMol25; level of theory: the ωB97M-V functional and the def2-TZVPD basis.

As for the total energy: -10831.5795 eV. The HOMO energy comes out at -15.89 eV. Its net charge is +1.

Positions of all 13 atoms, in Å:
C1 -0.60 -0.12 -2.11
C2 0.24 1.23 -0.77
C3 -0.80 0.05 -0.48
N1 -1.10 -0.81 0.42
O1 -0.91 -0.91 -2.93
O2 0.26 0.91 -2.13
O3 1.03 -0.63 2.10
H1 0.14 2.22 -0.40
H2 1.20 0.98 -0.22
H3 1.90 -0.19 1.90
H4 -0.63 -0.61 1.35
H5 -1.64 -1.57 0.17
H6 0.91 -0.55 3.10

Going through the records in order, we get ΔE to the lowest compared entry with this formula, charge and spin values of 110.9 55.0 kcal per mole.